A 2-piece molecular cluster, C30H42NSi overall in a non-equilibrium geometry, computed with the ωB97M-V functional and the def2-TZVPD basis.

```
74
Properties=species:S:1:pos:R:3
C 6.349 -1.711 2.667
C 5.051 -0.967 2.654
C 5.038 0.436 2.634
C 3.839 1.134 2.594
C 2.588 0.457 2.553
C 1.350 1.182 2.450
C 0.118 0.513 2.381
C -1.120 1.105 2.607
C -2.357 0.387 2.665
C -3.596 1.089 2.684
C -4.805 0.414 2.686
C -4.844 -0.988 2.688
C -6.161 -1.700 2.677
C -3.636 -1.701 2.702
C -2.416 -1.038 2.705
C 2.627 -0.969 2.638
C 3.832 -1.655 2.670
H 6.171 -2.791 2.670
H 6.956 -1.466 1.787
H 6.948 -1.459 3.552
H 5.989 0.974 2.648
H 3.846 2.225 2.585
H 1.365 2.244 2.700
H 0.120 -0.549 2.117
H -1.161 2.190 2.739
H -3.574 2.180 2.683
H -5.748 0.966 2.681
H -6.016 -2.784 2.675
H -6.763 -1.435 3.556
H -6.752 -1.430 1.793
H -3.669 -2.793 2.708
H -1.489 -1.611 2.741
H 1.697 -1.534 2.690
H 3.841 -2.747 2.713
C 2.166 8.797 2.544
C 1.774 8.145 1.210
C 0.337 7.635 1.283
Si 3.041 6.897 0.527
C 3.645 7.507 -1.177
C 3.088 8.876 -1.605
C 3.484 6.505 -2.324
C 4.511 6.772 1.746
C 5.834 7.312 1.184
C 4.722 5.399 2.398
N 2.428 5.160 0.342
C 3.281 4.135 -0.086
C 2.625 2.914 -0.002
C 1.332 3.159 0.536
C 1.219 4.544 0.684
H 1.422 9.561 2.813
H 2.193 8.060 3.358
H 3.140 9.298 2.491
H 1.792 8.940 0.450
H -0.330 8.467 1.549
H -0.009 7.225 0.328
H 0.231 6.869 2.062
H 4.725 7.639 -1.006
H 3.565 9.185 -2.546
H 2.005 8.832 -1.783
H 3.290 9.660 -0.865
H 3.886 6.959 -3.242
H 4.034 5.575 -2.150
H 2.429 6.267 -2.509
H 4.199 7.456 2.550
H 6.593 7.322 1.980
H 6.218 6.682 0.369
H 5.738 8.341 0.813
H 5.474 5.501 3.195
H 3.807 5.012 2.863
H 5.102 4.659 1.681
H 4.291 4.348 -0.428
H 3.058 1.955 -0.248
H 0.520 2.464 0.664
H 0.371 5.131 1.009
```

* LUMO energy: -5.18 eV
* electronic energy: -41153.175 eV
* total charge: +1
* 2S+1: 1
* HOMO level: -10.48 eV